This record from OMol25 describes a 8-piece molecular cluster, H16O8 overall at a distorted geometry. The level of theory is ωB97M-V with the def2-TZVPD basis set.

```
24
Properties=species:S:1:pos:R:3:forces:R:3
O 3.364772 -0.346390 0.005182 -4.1 -4.9 1.5
H 3.751684 0.437794 0.018502 3.3 5.4 0.1
H 2.693261 -0.265518 0.760295 1.2 -0.6 -1.4
O -1.611918 -1.600922 -2.748642 -1.1 -0.8 0.3
H -0.872094 -1.066476 -3.044862 0.3 -0.8 -0.2
H -1.566646 -2.578957 -2.886497 0.8 1.7 -0.1
O -0.213027 0.378312 -0.694556 0.5 -0.3 0.4
H -1.089625 0.312767 -0.340458 -1.0 -0.5 0.5
H 0.423375 0.394860 0.058281 -1.2 -0.4 -0.7
O -1.670595 2.188110 1.343809 -1.2 -0.2 4.2
H -1.357698 2.399308 0.534003 1.6 0.5 -4.6
H -1.623025 3.052183 1.764165 -0.2 0.0 0.5
O -2.577977 -0.301921 1.079537 -2.2 -0.9 0.7
H -3.402876 -0.892557 1.018676 2.0 1.2 0.0
H -2.817063 0.351107 1.775968 0.4 -0.5 -0.9
O 1.169851 0.122586 1.645264 0.0 -5.2 1.8
H 0.633001 -0.272834 2.400825 0.9 1.2 -1.6
H 1.044491 1.007173 1.582936 -0.9 4.5 0.4
O 1.725304 1.540324 -1.583879 1.2 -0.8 0.8
H 0.944886 0.928127 -1.590018 1.0 1.0 -0.3
H 2.394740 1.050693 -1.018122 -1.2 0.6 -1.4
O 0.183246 -2.551211 -0.294186 0.6 -4.6 5.0
H 0.310907 -2.599039 0.770305 -0.5 0.5 -4.2
H 0.163025 -1.687520 -0.556530 -0.2 3.9 -0.8
```
Forces are in eV/Å.

Output
LUMO energy	-0.1	eV
HOMO	-10.19	eV
molar mass	144.1	g mol⁻¹
energy relative to the best compared isomer or geometry (same formula, charge and spin)	87.7	kcal/mol
total charge	0
2S+1	1
gap between HOMO and LUMO	10.063	eV